This record from the OMol25 dataset describes a 8-piece molecular cluster, C27H42BN2O25P2 overall at a distorted geometry. The level of theory is the ωB97M-V functional and the def2-TZVPD basis.

## Properties
Total energy   -102101.3089 eV
HOMO   -0.4467 hartree
Frontier orbital gap   8.90 eV
Molar mass   867.4 Da
Net charge   +1

Geometry as XYZ:
```
99
Properties=species:S:1:pos:R:3:forces:R:3
C 5.3936 -3.7136 3.1857 -0.14 -0.23 -0.33
C 4.1880 -2.8741 2.7410 -0.04 0.53 -0.36
P 3.5980 -1.7532 4.0719 -0.34 -0.64 0.96
C 5.0533 -0.7759 4.5599 0.02 0.40 -0.48
N 2.7184 -0.4595 3.1591 0.43 -0.14 -0.30
C 2.8847 0.8809 3.4077 0.20 0.26 0.32
C 2.0882 1.5565 2.5656 -0.36 0.22 -0.22
N 1.4346 0.6331 1.7833 0.19 -0.21 -0.03
P 0.2666 1.2772 0.5495 -0.28 0.40 -0.10
O -0.4678 -0.0694 0.0895 0.03 -0.02 0.15
O 1.3647 1.5316 -0.6132 0.02 -0.18 0.26
C 1.8392 -0.6059 2.1581 -0.20 0.24 -0.17
B 1.3576 -1.9861 1.5387 -0.27 -0.19 0.04
O 1.4422 -2.1619 0.1863 -0.22 0.38 0.05
O 0.8693 -2.9194 2.4062 0.64 0.20 0.02
H 5.0701 -4.5971 3.7340 0.05 0.11 0.19
H 6.1195 -3.1536 3.7652 0.05 -0.06 -0.02
H 5.9119 -4.0712 2.2959 0.03 0.01 0.05
H 4.4022 -2.3144 1.8244 0.17 0.04 0.08
H 3.3483 -3.5351 2.5261 0.09 -0.07 -0.03
H 5.9003 -1.4431 4.6979 -0.05 -0.02 0.18
H 4.8293 -0.2687 5.4974 0.11 -0.06 0.04
H 5.3466 -0.0406 3.8062 0.10 -0.10 -0.01
H 3.5370 1.2995 4.1517 0.07 -0.26 0.05
H 1.9305 2.6182 2.4677 -0.05 -0.05 -0.03
H 0.0334 -0.5853 -0.5571 -0.08 -0.20 -0.06
H 2.0922 0.8946 -0.5750 0.12 0.08 -0.31
H 0.7937 -2.7932 -0.1553 0.33 -0.28 -0.02
H 1.1657 -3.8159 2.2034 -0.48 -0.11 -0.05
C -1.0861 1.1220 -3.9546 -0.17 -0.05 -0.02
C 0.2823 0.5407 -3.6778 0.13 0.15 0.12
O 0.6624 0.0262 -4.9510 0.03 -0.03 0.04
C -0.0260 0.7041 -5.9105 -0.08 -0.05 -0.01
O 0.1920 0.6304 -7.0714 0.03 0.01 -0.03
O -0.9930 1.4626 -5.3436 0.07 0.04 0.06
H -1.3246 2.0054 -3.3676 0.05 0.08 -0.10
H -1.8625 0.3735 -3.8191 -0.04 0.01 -0.02
H 1.0112 1.2965 -3.3765 -0.03 0.02 0.02
H 0.2552 -0.2568 -2.9375 0.00 -0.14 -0.15
C -3.3175 -3.9380 2.3801 0.05 0.10 0.03
C -1.9652 -4.4498 2.8455 -0.09 0.07 0.02
O -2.2573 -5.7990 3.1963 0.03 0.00 0.02
C -3.3655 -6.1963 2.5123 0.01 0.06 -0.01
O -3.7627 -7.3071 2.4554 -0.01 -0.06 0.00
O -3.9407 -5.1276 1.9017 -0.01 0.02 0.00
H -3.2555 -3.2023 1.5813 -0.02 -0.12 -0.11
H -3.9107 -3.5312 3.2010 0.01 -0.02 0.04
H -1.2267 -4.4499 2.0420 -0.04 0.01 -0.06
H -1.5664 -3.9130 3.7019 0.00 -0.10 0.07
C -4.9273 -1.1787 0.0378 -0.11 0.10 0.07
C -4.9893 0.2062 -0.5724 -0.10 0.03 0.10
O -3.7277 0.2800 -1.2699 0.00 -0.05 0.04
C -3.3225 -0.9750 -1.5361 -0.08 0.13 -0.10
O -2.4114 -1.2469 -2.2600 0.21 -0.10 0.16
O -4.0817 -1.8778 -0.8922 0.06 -0.07 0.12
H -5.8948 -1.6656 0.1100 0.02 -0.08 -0.13
H -4.4455 -1.1855 1.0172 0.02 0.03 0.00
H -5.8006 0.3020 -1.2885 0.08 0.00 -0.01
H -5.0614 1.0017 0.1631 0.13 0.04 -0.03
C 6.5599 -0.0991 -0.1971 0.08 0.06 -0.08
C 7.5363 -0.9297 -1.0117 -0.11 0.04 -0.05
O 8.4185 -1.4301 0.0017 0.02 0.03 -0.04
C 7.7672 -1.4282 1.1806 0.01 0.11 0.09
O 8.1630 -1.9342 2.1803 -0.06 -0.03 0.07
O 6.5897 -0.7643 1.0747 -0.17 -0.09 -0.09
H 5.5485 -0.0998 -0.5957 -0.04 -0.10 0.07
H 6.8895 0.9287 -0.0565 -0.02 0.01 0.01
H 7.0597 -1.7765 -1.5075 -0.01 -0.01 0.01
H 8.0965 -0.3546 -1.7427 0.11 0.00 0.07
C -9.8013 1.3224 -2.6159 -0.01 -0.04 -0.18
C -8.7687 0.2219 -2.7754 -0.13 -0.01 -0.05
O -7.9820 0.3784 -1.5816 -0.08 -0.08 -0.24
C -8.7444 1.0006 -0.6455 0.04 -0.01 0.07
O -8.4142 1.1155 0.4920 0.05 0.03 0.03
O -9.8846 1.4517 -1.1844 -0.02 0.01 -0.03
H -10.7719 1.0666 -3.0293 -0.07 0.00 0.17
H -9.4708 2.2694 -3.0367 0.03 0.01 0.02
H -9.2106 -0.7750 -2.7694 -0.02 0.00 0.02
H -8.1456 0.3350 -3.6580 0.11 0.06 0.08
C 10.0964 3.0740 2.2418 0.09 -0.08 0.05
C 9.9010 1.5767 2.0781 0.12 0.06 0.01
O 8.4684 1.4628 2.1150 0.08 -0.12 -0.05
C 7.9356 2.6495 1.7502 -0.03 0.00 0.05
O 6.7770 2.8117 1.5174 -0.04 0.00 -0.03
O 8.8818 3.5983 1.6798 0.02 0.04 0.03
H 10.9538 3.4666 1.7043 -0.08 0.05 -0.10
H 10.1534 3.3773 3.2874 -0.02 -0.01 0.01
H 10.2552 1.2100 1.1138 -0.01 0.01 -0.01
H 10.3420 0.9828 2.8725 -0.12 -0.02 0.06
C -7.4512 5.1328 -3.9357 0.04 0.10 -0.01
C -8.2253 6.4386 -3.8754 0.09 0.01 0.07
O -9.3888 6.1357 -4.6522 0.01 0.03 0.00
C -9.5774 4.8015 -4.6482 -0.02 -0.03 -0.01
O -10.5371 4.2367 -5.0542 -0.05 -0.04 0.01
O -8.5011 4.1727 -4.1026 0.14 0.02 0.05
H -6.8878 4.9182 -3.0317 -0.09 -0.08 0.04
H -6.7875 5.0784 -4.7997 -0.01 0.02 -0.02
H -8.5389 6.6903 -2.8614 0.00 -0.02 0.01
H -7.6964 7.2815 -4.3100 -0.08 -0.01 -0.11
```
Positions in Å, forces in eV/Å.